# C24H35ClIrNO2P2

A structure of composition C24H35ClIrNO2P2 at a distorted geometry (wB97M-V/def2-TZVPD, the OMol25 dataset).

Computed properties:
ΔE to the lowest compared entry with this formula, charge and spin	102.3	kJ/mol
calculated total energy	-2387.735140	a.u.
multiplicity	5
frontier orbital gap (spin up / spin down)	4.047 / 6.250	eV

```
66
Properties=species:S:1:pos:R:3:lowdin_spin:R:1
H -1.564 1.452 1.830 0.012
P -2.182 0.066 -0.846 0.053
H 0.410 -0.399 7.022 0.004
C 0.823 2.855 0.284 0.251
C -0.062 -2.125 0.399 0.060
C -0.517 -1.115 3.822 0.044
C -1.296 0.396 1.957 0.117
H 1.533 4.859 0.557 0.004
H 3.575 0.073 2.756 0.001
H 0.032 -6.004 0.700 0.003
C 1.087 -2.824 0.028 0.049
P 1.955 0.460 1.064 0.025
C 2.528 -0.230 2.608 0.008
Cl -0.790 2.906 3.698 0.011
H 0.327 -0.822 -3.428 0.002
C 3.310 0.343 -0.144 0.024
H 0.077 1.222 -4.799 0.002
C -0.996 2.574 -1.202 0.079
C 0.067 4.717 -1.074 0.283
H 3.524 -0.720 -0.328 0.002
H -1.181 0.977 -4.037 0.006
H -2.241 -0.157 1.855 0.010
O -0.633 0.569 -4.705 0.010
H 1.960 -2.287 -0.327 0.006
Ir -0.137 -0.093 0.231 1.142
H 1.194 -0.128 -0.883 0.075
C 1.745 2.256 1.355 0.035
N -0.053 2.051 -0.315 0.330
H 0.497 -0.241 -1.291 0.048
C -2.626 -1.346 -1.913 0.018
C -2.065 1.711 -1.585 0.417
H 3.026 0.824 -1.090 0.011
H -2.710 2.066 -2.458 0.014
H 0.039 1.914 6.158 -0.001
C -3.743 0.549 -0.019 0.031
H 2.735 2.740 1.311 0.002
H 4.185 0.847 0.293 0.001
H 0.114 5.771 -1.338 0.017
C 0.869 4.224 -0.033 0.186
H -2.000 -4.723 1.366 0.000
C -0.769 3.863 -1.757 0.316
O 0.871 -1.529 -3.045 0.015
C -1.128 -4.201 0.985 0.000
C 0.006 -4.917 0.617 0.044
H 2.010 -4.750 -0.137 0.000
C -1.170 -2.810 0.884 0.053
H 0.065 -2.338 5.482 -0.001
C -0.107 1.060 5.508 0.001
H 2.471 -1.321 2.530 0.001
H -4.087 -0.287 0.599 0.006
H 0.322 -2.348 -3.183 0.002
H -4.465 0.818 -0.813 0.001
H -3.489 -1.072 -2.533 0.001
H -0.647 -1.966 3.155 0.004
C 1.110 -4.212 0.144 -0.002
H -3.533 1.454 0.574 0.004
C -0.099 -1.315 5.130 0.001
C -0.530 1.266 4.199 0.037
C -0.742 0.179 3.315 0.037
H 1.905 0.105 3.447 0.000
H -2.890 -2.185 -1.254 0.002
C 0.115 -0.238 5.981 0.053
H 1.277 2.434 2.344 0.013
H -1.831 -1.694 -2.586 0.000
H -1.371 4.158 -2.616 0.015
H -2.067 -2.270 1.178 0.005
```